(1)
DFT (the ωB97M-V functional and the def2-TZVPD basis) results for C3H4N2O2 in the gas phase in a non-equilibrium geometry.

Geometry as XYZ:
```
11
Properties=species:S:1:pos:R:3:forces:R:3:lowdin_charge:R:1
O 0.9401 0.2421 2.3111 0.1 -0.5 -0.8 0.095
C 0.5360 0.1974 1.0250 -0.8 -0.7 -0.8 -0.546
N 0.1620 -0.9841 0.4617 -0.1 0.0 -0.8 0.114
C -0.4636 -0.6424 -0.6987 0.1 0.5 -2.0 -0.349
O -0.7876 -1.2207 -2.1056 0.2 -1.5 3.6 -0.033
C -0.7335 0.5741 -1.1053 1.5 2.8 2.2 0.178
N 0.4332 1.3057 0.3376 -1.8 -0.3 -0.4 0.144
H 0.8955 -0.6745 2.6172 0.1 0.0 0.2 0.116
H -0.1365 -1.9140 -2.0663 0.5 -1.0 -0.8 0.071
H -1.5902 0.9847 -1.6371 0.9 0.8 0.3 0.099
H 0.7445 2.1318 0.8605 -0.6 -0.1 -0.7 0.109
```
Positions in Å, forces in eV/Å.

Properties
lowest unoccupied orbital energy	0.3	eV



(2)
DFT (the ωB97M-V functional and the def2-TZVPD basis) results for 2 unconnected molecules or ions with the total composition C3H4N2O2.

Geometry as XYZ:
```
11
Properties=species:S:1:pos:R:3:forces:R:3:lowdin_charge:R:1
C 1.1560 -0.8133 0.3127 0.1 -0.1 0.0 -0.107
N 0.1331 0.0728 -0.2431 0.0 -0.3 -0.1 -0.136
C 0.5706 1.2729 -0.8153 -0.1 0.2 0.4 -0.199
N 0.2584 1.5470 0.3540 0.2 0.1 -0.5 0.191
H 2.1607 -0.3737 0.3422 -0.1 0.0 0.0 0.074
H 0.8489 -1.0810 1.3275 0.1 0.0 -0.1 0.079
H 1.1689 -1.7260 -0.2919 0.0 0.1 0.1 0.082
H 0.9051 1.7009 -1.7526 0.0 -0.1 0.1 0.122
O -2.6350 0.7080 -0.4367 0.1 -0.6 0.5 0.168
C -2.3690 -0.2003 0.2460 -0.2 0.0 0.0 -0.448
O -2.1951 -1.1160 0.9487 -0.2 0.6 -0.5 0.174
```
Positions in Å, forces in eV/Å.

Properties
lowest unoccupied orbital energy	0.8	eV
SMILES	CN1C=N1.O=C=O



(3)
DFT (the ωB97M-V functional and the def2-TZVPD basis) results for a molecular structure, C3H4N2O2 in a non-equilibrium geometry.

Geometry as XYZ:
```
11
Properties=species:S:1:pos:R:3:forces:R:3:lowdin_charge:R:1
C 2.1143 0.1828 -0.0608 0.6 0.7 -0.4 -0.306
C -0.7537 -0.1296 0.0672 6.0 0.3 2.3 -0.428
C 1.0609 -0.5953 0.5475 -2.5 -1.2 -0.2 -0.059
N 2.9907 0.7883 -0.5134 -0.8 -0.4 0.3 0.126
N -1.0185 1.1095 0.4082 1.7 2.7 1.7 -0.013
O -1.4469 -0.9347 -0.4109 -1.8 -1.7 -1.3 0.120
O -2.2820 1.5504 0.2482 -0.6 3.3 1.5 0.024
H 1.1796 -0.5759 1.6767 -0.4 -0.1 -1.4 0.105
H 1.1247 -1.6829 0.1512 -0.2 1.9 0.8 0.122
H -0.4997 1.8924 1.0007 -1.0 -3.1 -1.9 0.239
H -2.8256 0.9697 -0.2125 -1.0 -2.3 -1.5 0.070
```
Positions in Å, forces in eV/Å.

Properties
lowest unoccupied orbital energy	0.5	eV



(4)
DFT (the ωB97M-V functional and the def2-TZVPD basis) results for C3H4N2O2 in the gas phase.

Geometry as XYZ:
```
11
Properties=species:S:1:pos:R:3:forces:R:3:lowdin_charge:R:1
N 1.7107 -0.7337 0.1725 0.0 0.0 0.0 0.115
C 0.5343 -0.0112 0.1066 -0.1 0.1 0.2 -0.381
C -0.1659 0.6605 1.0306 0.2 -0.3 0.1 -0.044
O -1.3234 1.2050 0.4381 -0.4 -0.4 0.2 0.046
C -1.5096 0.3960 -0.6309 -0.6 -0.2 -0.3 -0.519
O -2.5745 0.0032 -0.9888 0.4 0.6 -0.6 0.165
N -0.2160 -0.0362 -1.0939 -0.1 0.0 0.1 0.149
H 1.6612 -1.6035 -0.3453 0.0 0.1 0.1 0.098
H 2.0405 -0.8765 1.1191 0.0 0.1 -0.2 0.097
H -0.2917 0.5084 2.0869 0.6 0.3 0.2 0.121
H 0.1342 0.4879 -1.8949 0.0 -0.3 0.1 0.153
```
Positions in Å, forces in eV/Å.

Properties
lowest unoccupied orbital energy	0.7	eV
SMILES	Nc1coc(=O)[nH]1



(5)
DFT (the ωB97M-V functional and the def2-TZVPD basis) results for 2 unconnected molecules or ions with the total composition C3H4N2O2.

Geometry as XYZ:
```
11
Properties=species:S:1:pos:R:3:forces:R:3:lowdin_charge:R:1
C -1.3797 -0.4999 -0.1367 -0.1 0.0 0.0 -0.103
N 0.0445 -0.1887 -0.0010 -0.2 0.2 -0.1 -0.141
C 0.9390 -1.1254 -0.5379 0.0 -0.2 0.4 -0.203
N 0.8422 -1.3873 0.6709 0.2 -0.1 -0.5 0.190
H -1.5829 -1.4563 -0.6340 0.1 0.1 0.1 0.073
H -1.8228 -0.5145 0.8626 0.0 0.0 -0.1 0.082
H -1.8398 0.3163 -0.7024 0.1 -0.1 0.0 0.080
H 1.4338 -1.4072 -1.4593 -0.1 0.0 0.1 0.123
O 2.1472 1.6798 0.3037 -0.7 0.3 0.3 0.165
C 1.0972 2.0598 0.6466 0.1 0.2 0.0 -0.444
O 0.0933 2.5321 1.0071 0.7 -0.3 -0.2 0.176
```
Positions in Å, forces in eV/Å.

Properties
lowest unoccupied orbital energy	0.8	eV
SMILES	CN1C=N1.O=C=O



(6)
DFT (the ωB97M-V functional and the def2-TZVPD basis) results for C3H4N2O2S in the gas phase in a non-equilibrium geometry.

Geometry as XYZ:
```
12
Properties=species:S:1:pos:R:3:forces:R:3:lowdin_charge:R:1
C 0.1073 0.4443 1.3427 -0.6 4.1 -1.0 -0.219
C 0.2327 -0.8135 0.8908 0.5 -4.5 -0.2 -0.471
C -0.3394 -0.3136 -1.7180 1.2 2.6 1.8 -0.302
N -0.2188 1.4719 0.5446 -0.1 -1.2 0.0 0.083
N -0.3040 2.8248 0.9893 1.2 -0.6 0.1 -0.456
O 0.4860 3.2487 1.8157 -0.3 -0.5 0.3 0.045
O -1.0596 3.5104 0.3452 -0.4 -0.2 0.1 0.054
S 0.0997 -1.4580 -0.6562 -0.8 1.2 0.0 1.039
H 0.3231 0.5472 2.3654 0.0 0.6 1.5 0.107
H 0.3709 -1.7084 1.5877 0.0 1.7 -0.8 0.085
H -0.2508 0.8191 -1.5990 -0.4 -2.0 0.6 0.062
H -0.4496 -0.5852 -2.6951 -0.3 -1.3 -2.4 -0.026
```
Positions in Å, forces in eV/Å.

Properties
lowest unoccupied orbital energy (spin up / spin down)	-1.5 / -1.5	eV



Q: Which ΔE to the lowest compared entry with this formula, charge and spin values were calculated for the entries above? A: 137.7; 88.2; 109.3; 51.3; 88.2; 160.2, in kcal/mol.